One molecule with the formula C5H10N2O2 in a non-equilibrium geometry, computed with the ωB97M-V functional and the def2-TZVPD basis.

Results
Spin multiplicity: 1
Relative energy (zero: lowest compared OMol25 entry of this formula, charge and spin) in eV: 5.432
Kohn-Sham gap in eV: 8.94
Max |F| in eV/A: 5.13
SMILES string: C[C@H]([C@@H](C)O)N1NC1=O

Last column: Mulliken charge in e.
Atoms and positions in Å:
C 1.67697 -0.79520 0.67437  -1.4596
C 0.45117 0.08797 0.78372  0.3680
C -0.93069 -0.22237 -0.35625  0.2097
C -0.41561 -1.10260 -1.48113  -1.5756
O -1.93370 -0.84120 0.42012  -0.5708
N 0.82649 1.43220 0.72255  -0.3010
N -0.15028 2.39675 1.17553  -0.4586
C -0.11043 2.39417 -0.19966  0.6207
O -0.04337 2.96302 -1.21960  -0.4152
H 2.26092 -0.52557 -0.20274  0.3245
H 1.40138 -1.84560 0.61474  0.3842
H 2.30266 -0.66168 1.55648  0.3592
H -0.09581 -0.13350 1.71025  0.2614
H -1.47574 0.59088 -0.84704  0.4363
H 0.32203 -0.54857 -2.05904  0.3333
H -1.24459 -1.36261 -2.14526  0.4468
H -0.00445 -2.03861 -1.10197  0.3763
H -1.81510 -1.79907 0.40417  0.3337
H -1.02185 2.01158 1.55074  0.3268

=====

A 5-piece molecular cluster, C2H13NO4 overall in a non-equilibrium geometry, computed with the ωB97M-V functional and the def2-TZVPD basis.

Results
Spin multiplicity: 1
Relative energy (zero: lowest compared OMol25 entry of this formula, charge and spin) in eV: 2.812
Kohn-Sham gap in eV: 9.55
Max |F| in eV/A: 2.63
SMILES string: C=NC.O.O.O.O

Last column: Mulliken charge in e.
Atoms and positions in Å:
C -0.66466 1.63785 2.04080  -0.3714
N -0.70162 1.52586 0.76482  -0.3144
C 0.12904 2.60270 0.16560  -0.9016
H -0.34267 0.81540 2.67872  0.2792
H -0.86497 2.63816 2.45082  0.3086
H -0.15662 2.87043 -0.85127  0.2686
H 0.06130 3.51372 0.78305  0.4151
H 1.14962 2.22743 0.13433  0.2939
O 2.30260 -1.57336 0.53209  -0.6321
H 1.61145 -1.46373 -0.13874  0.3843
H 2.63669 -0.67484 0.59770  0.2785
O -3.70385 0.98073 -3.47297  -0.6396
H -3.07185 0.47637 -3.98875  0.3149
H -3.93302 0.47896 -2.68669  0.3238
O 1.50105 -5.66394 1.64071  -0.6351
H 0.53841 -5.65949 1.59903  0.3141
H 1.69941 -4.99825 2.30612  0.3198
O 0.77253 -0.15107 -1.22791  -0.6560
H 0.09174 0.52904 -1.15101  0.3544
H 0.94540 -0.11199 -2.17646  0.2951

=====

C31H31BrN4O3Sr as an isolated structure in a non-equilibrium geometry, computed with the ωB97M-V functional and the def2-TZVPD basis.

Results
Spin multiplicity: 1
Relative energy (zero: lowest compared OMol25 entry of this formula, charge and spin) in eV: 0.675
Kohn-Sham gap in eV: 6.02
Max |F| in eV/A: 1.34

Last column: Mulliken charge in e.
Atoms and positions in Å:
Sr 0.14469 0.50676 -0.06064  1.7311
Br -3.51389 -3.24874 5.77439  -0.2220
C -2.91869 -2.19754 4.31043  -0.3006
C -3.47479 -0.92812 4.11169  -0.4831
C -3.06756 -0.15516 3.06387  -0.9019
C -2.06115 -0.59121 2.14623  0.1212
O -1.69484 0.13909 1.18603  -0.0569
C -1.51321 -1.91138 2.36489  0.8793
C -0.57215 -2.52637 1.49452  -1.4661
N 0.00274 -2.00683 0.45312  0.8391
C 0.77029 -2.83298 -0.35518  -1.3507
C 0.43184 -4.14492 -0.64380  -0.1605
C 1.21875 -4.93006 -1.49635  -1.0026
C 2.34350 -4.41738 -2.08160  -0.8994
C 2.71819 -3.07892 -1.83600  1.6476
C 3.86859 -2.49724 -2.40886  -0.7066
C 4.18274 -1.19624 -2.11717  -0.9334
C 3.31693 -0.47523 -1.27681  -0.4773
N 2.23321 -0.98184 -0.74492  -0.0500
C 1.92268 -2.27200 -0.98479  0.2484
C -1.96428 -2.68145 3.45556  -0.8195
H -4.22899 -0.56445 4.79704  0.4255
H -3.48495 0.82990 2.90992  0.4586
H -0.33214 -3.56225 1.76496  0.4408
H -0.47253 -4.56652 -0.22717  0.6327
H 0.91671 -5.94914 -1.69324  0.3874
H 2.95313 -5.01611 -2.74328  0.4143
H 4.48456 -3.09089 -3.07070  0.4242
H 5.05746 -0.71333 -2.52697  0.4626
H 3.52092 0.56585 -1.04832  0.5509
H -1.54818 -3.66893 3.60997  0.4859
C 1.43659 2.11430 1.76366  -1.5040
C 0.17447 2.34559 2.36547  -0.4226
C -0.36399 3.50255 1.80116  -0.6008
C 0.54984 4.01070 0.87797  -0.5326
C 1.66498 3.17115 0.84681  -0.2311
H 2.15960 1.36066 2.05553  0.5863
H -0.29933 1.71241 3.10150  0.5623
H -1.32302 3.93685 2.04518  0.4815
H 0.42698 4.92423 0.30998  0.6146
H 2.55952 3.30965 0.25246  0.4862
C -3.18288 -1.76505 -1.18414  -1.1413
C -2.21876 -1.10686 -2.16070  -0.2235
O -1.83320 0.21954 -1.83033  0.0494
C -2.89524 1.16108 -1.77661  -0.4032
C -2.32407 2.55054 -1.59173  -1.0233
H -3.28224 -2.82099 -1.43324  0.4244
H -4.17766 -1.32404 -1.22336  0.4339
H -2.79854 -1.67815 -0.17335  0.1536
H -2.63673 -1.10792 -3.17857  0.4177
H -1.28414 -1.67596 -2.18741  0.0825
H -3.55746 0.92038 -0.93800  0.2179
H -3.47279 1.09788 -2.71137  0.4506
H -1.77211 2.63024 -0.65076  0.1661
H -3.13329 3.27731 -1.54639  0.4657
H -1.67232 2.81482 -2.42219  0.2331
N 3.35109 1.03706 -6.48661  -0.3235
C 2.56620 0.57831 -5.48295  0.3159
O 2.28833 -0.60264 -5.37748  -0.6118
C 2.10041 1.58313 -4.47872  0.3423
C 2.32029 2.95909 -4.54413  -0.4989
C 1.84161 3.75596 -3.51837  -1.2699
C 1.17490 3.16166 -2.45369  -0.5824
N 0.95316 1.85221 -2.38744  1.0744
C 1.39508 1.09509 -3.37581  -0.5993
H 3.67516 0.37061 -7.16593  0.2417
H 3.62403 1.99559 -6.57894  0.1253
H 2.84436 3.41800 -5.37194  0.2904
H 1.98768 4.82506 -3.53035  0.4639
H 0.81235 3.74009 -1.61409  0.3019
H 1.19471 0.03245 -3.31696  0.6676

=====

Highest occupied orbital energy: -8.30, -9.37, -6.54 (eV)
E: -456.35457, -439.61945, -4249.47770 (a.u.)